10
Properties=species:S:1:pos:R:3 method="wB97M-V/def2-TZVPD" homo_energy_ha=-0.331 e_tot_ha=-375.52397 lumo_ev=0.58 molar_mass_g_mol=92.05 smiles="NO/C=[N+](/[O-])O" orbital_gap_ev=9.5945
C -0.79 -0.82 0.55
O 0.91 -0.76 2.08
O -0.52 -2.58 2.01
O -0.40 0.38 0.20
H -1.60 -1.33 -0.03
H 0.87 1.27 -1.17
N -0.19 -1.54 1.47
H -0.22 0.18 -1.82
N 0.41 0.38 -1.07
H 0.90 -1.09 3.04


10
Properties=species:S:1:pos:R:3 method="wB97M-V/def2-TZVPD" homo_energy_ha=-0.362 e_tot_ha=-375.58682 lumo_ev=0.73 molar_mass_g_mol=92.05 smiles="N=C=O.ONO" orbital_gap_ev=10.5706
C 1.36 0.78 0.28
N 2.01 -0.28 0.05
N -1.26 -0.12 -0.57
H 0.63 -1.04 0.02
O 1.05 1.90 0.28
H 2.97 -0.41 0.30
H -2.84 -1.08 -0.14
H -1.16 0.89 -0.70
O -2.51 -0.21 0.09
O -0.25 -0.42 0.39


10
Properties=species:S:1:pos:R:3 method="wB97M-V/def2-TZVPD" homo_energy_ha="-0.291 / -0.285" e_tot_ha=-375.47763 lumo_ev="-1.19 / -1.35" molar_mass_g_mol=92.05 orbital_gap_ev="6.7447 / 6.3922"
H 1.41 -0.95 -0.76
O -1.42 -0.04 -0.85
H 0.21 1.88 0.34
O -2.53 0.43 0.91
N 1.52 -1.07 0.25
H 0.66 0.64 -1.13
H 1.06 -1.89 0.67
N -2.49 0.01 -0.22
C 0.65 0.94 -0.04
O 0.93 0.05 0.84


10
Properties=species:S:1:pos:R:3 method="wB97M-V/def2-TZVPD" homo_energy_ha=-0.360 e_tot_ha=-375.55989 lumo_ev=0.48 molar_mass_g_mol=92.05 smiles="O=C(NO)NO" orbital_gap_ev=10.2678
H 0.08 -1.07 -1.75
H 0.31 2.03 0.53
C 0.25 -0.65 0.10
H -1.70 0.86 -1.56
O 0.31 -1.86 0.34
N 0.01 -0.15 -1.13
O -0.75 0.85 -1.63
N -0.18 0.15 1.08
H -0.29 -0.53 2.02
O 0.60 1.34 1.34


11
Properties=species:S:1:pos:R:3 method="wB97M-V/def2-TZVPD" homo_energy_ha=-0.187 e_tot_ha=-717.19303 lumo_ev=4.25 molar_mass_g_mol=123.03 total_charge=-1 orbital_gap_ev=9.3366
O 0.99 -0.15 -2.22
H -0.07 1.63 1.87
O -0.70 1.59 -1.06
P -0.04 0.23 -1.18
H -0.93 -1.31 -2.24
H -1.26 0.67 1.41
O -1.24 -0.88 -1.41
H 1.55 -1.18 1.83
N 1.44 -1.06 0.75
C 0.56 -0.25 0.43
N -0.30 0.71 1.81


11
Properties=species:S:1:pos:R:3 method="wB97M-V/def2-TZVPD" homo_energy_ha=-0.168 e_tot_ha=-717.19979 lumo_ev=3.88 molar_mass_g_mol=123.03 total_charge=-1 orbital_gap_ev=8.4560
O 0.61 1.68 -0.57
O 2.07 -0.60 -0.61
C -0.22 -0.31 3.13
H -0.28 1.36 -0.47
N -0.36 -1.35 -0.24
N -0.73 -0.17 2.04
O 0.17 -0.26 4.26
H 1.20 1.11 -1.06
P 1.02 -1.54 -1.08
H -1.14 -1.95 -0.47
H -0.43 -0.67 1.13


9
Properties=species:S:1:pos:R:3 method="wB97M-V/def2-TZVPD" homo_energy_ha=-0.373 e_tot_ha=-623.29887 lumo_ev=0.07 molar_mass_g_mol=92.12 orbital_gap_ev=10.2216
H -1.19 -1.08 0.75
N -1.30 -0.96 -0.26
S -0.23 1.49 -0.11
C 4.30 -0.35 -0.21
H -0.53 -1.40 -0.75
O -1.40 0.37 -0.61
H 2.54 0.87 0.05
H -0.88 1.93 0.98
N 3.34 0.29 -0.07


10
Properties=species:S:1:pos:R:3 method="wB97M-V/def2-TZVPD" homo_energy_ha=-0.328 e_tot_ha=-1021.53480 lumo_ev=0.31 molar_mass_g_mol=124.19 smiles="ONC(=S)NS" orbital_gap_ev=9.2437
H 2.28 0.87 -0.01
H -0.73 -2.11 -0.32
N -0.77 -1.05 -0.13
S 1.77 -1.33 0.04
H -0.34 1.46 -0.83
N 0.39 0.96 -0.10
S -2.24 -0.15 0.00
O 1.62 1.64 0.08
H -2.40 0.06 1.27
C 0.41 -0.34 -0.01


9
Properties=species:S:1:pos:R:3 method="wB97M-V/def2-TZVPD" homo_energy_ha=-0.484 e_tot_ha=-889.25069 lumo_ev=-7.11 molar_mass_g_mol=107.10 total_charge=+1 orbital_gap_ev=6.0714
N 0.67 -0.31 0.46
H -0.97 -1.09 -2.17
H 1.21 -0.81 1.14
S 0.61 2.03 1.76
N -0.66 -0.51 -1.41
H -0.79 0.49 -1.47
C 0.12 -1.02 -0.46
P -0.44 3.32 2.66
H 0.25 -2.10 -0.51


8
Properties=species:S:1:pos:R:3 method="wB97M-V/def2-TZVPD" homo_energy_ha=-0.321 e_tot_ha=-548.08332 lumo_ev=-0.42 molar_mass_g_mol=76.12 smiles="NNC=S" orbital_gap_ev=8.3097
H 1.17 -0.38 -1.01
C -1.18 -0.38 0.36
S -2.69 0.04 0.00
H -0.70 -1.33 0.59
H -0.07 1.61 -0.32
N 0.19 0.77 0.31
H 1.89 -0.51 0.30
N 1.38 0.17 -0.24


9
Properties=species:S:1:pos:R:3 method="wB97M-V/def2-TZVPD" homo_energy_ha="-0.277 / -0.277" e_tot_ha=-946.29542 lumo_ev="-0.17 / -0.17" molar_mass_g_mol=108.19 orbital_gap_ev="7.3752 / 7.3730"
S 1.13 2.73 -0.37
H 0.50 -0.70 0.00
H -1.47 -1.27 -1.03
C 0.91 1.25 0.09
H 2.04 -0.34 0.67
N 1.08 0.03 0.50
H -1.50 -1.49 0.56
S -1.62 0.71 -0.27
N -1.06 -0.91 -0.16


9
Properties=species:S:1:pos:R:3 method="wB97M-V/def2-TZVPD" homo_energy_ha=-0.296 e_tot_ha=-946.18537 lumo_ev=-0.14 molar_mass_g_mol=108.19 orbital_gap_ev=7.9186
S -2.18 0.84 0.43
H -1.36 -1.61 -0.03
H 0.91 -2.37 -0.92
N 0.90 -1.09 -0.20
S 2.14 -0.12 -0.46
H -1.89 2.16 -0.17
H 2.79 -0.42 1.00
N -0.49 0.49 0.19
C -0.43 -0.84 0.13